ORCA calculation (the ωB97M-V functional and the def2-TZVPD basis) on a structure of composition C36H96F6O18Y in a non-equilibrium geometry.

Each line ends with the Mulliken charge.
CARTESIAN COORDINATES (ANGSTROEM)
1 Y -2.534 0.899 -3.564  1.884
2 C 0.635 0.287 -0.309  -0.103
3 O 0.541 -1.006 -0.939  0.005
4 O -0.461 1.029 -0.823  -0.591
5 C 0.899 0.136 1.255  0.633
6 F 0.812 1.337 1.804  -0.244
7 F -0.007 -0.640 1.903  -0.243
8 F 2.127 -0.283 1.637  -0.220
9 C 1.425 -2.093 -0.544  -0.066
10 C 1.315 -3.259 -1.510  -1.391
11 H 0.340 -3.742 -1.579  0.313
12 H 1.450 -2.862 -2.516  0.257
13 H 1.983 -4.104 -1.341  0.403
14 H 1.166 -2.442 0.455  0.295
15 H 2.481 -1.872 -0.697  0.196
16 H 1.538 0.720 -0.739  0.100
17 C 1.632 -0.565 -6.492  -0.075
18 O 1.486 -1.997 -6.467  -0.172
19 O 0.604 0.020 -5.704  -0.673
20 C 3.117 -0.085 -6.099  0.743
21 F 3.528 -0.653 -4.995  -0.224
22 F 4.063 -0.498 -6.968  -0.279
23 F 3.300 1.248 -6.118  -0.261
24 C 2.132 -2.819 -7.490  -0.269
25 C 1.665 -4.249 -7.384  -1.206
26 H 1.719 -4.629 -6.364  0.288
27 H 0.627 -4.379 -7.692  0.262
28 H 2.350 -4.846 -7.986  0.389
29 H 3.215 -2.771 -7.377  0.317
30 H 2.025 -2.484 -8.522  0.341
31 H 1.435 -0.250 -7.516  0.257
32 C -7.331 2.959 -0.680  -1.087
33 C -6.506 3.036 -1.956  -0.207
34 O -5.087 2.786 -1.711  -0.348
35 H -8.379 3.227 -0.817  0.347
36 H -6.983 3.676 0.064  0.331
37 H -7.292 1.963 -0.239  0.245
38 H -6.535 4.065 -2.315  0.254
39 H -6.890 2.418 -2.767  0.329
40 H -4.848 3.337 -0.963  0.210
41 C 2.866 5.711 -1.939  -0.890
42 C 2.398 5.495 -3.395  -0.195
43 O 1.211 6.242 -3.599  -0.516
44 H 3.821 5.192 -1.860  0.312
45 H 2.216 5.313 -1.160  0.224
46 H 2.975 6.787 -1.804  0.296
47 H 2.133 4.449 -3.550  0.195
48 H 3.127 5.782 -4.152  0.313
49 H 1.440 7.112 -3.935  0.284
50 C -2.122 4.634 -6.937  -0.867
51 C -2.671 4.850 -5.538  -0.392
52 O -1.927 4.089 -4.590  -0.351
53 H -1.103 5.010 -7.034  0.297
54 H -2.769 5.338 -7.460  0.355
55 H -2.292 3.604 -7.247  0.228
56 H -3.706 4.513 -5.468  0.279
57 H -2.707 5.910 -5.286  0.311
58 H -1.134 4.580 -4.360  0.217
59 C -1.146 -7.714 1.049  -0.939
60 C -2.593 -7.703 1.517  -0.101
61 O -3.245 -8.885 1.090  -0.520
62 H -0.662 -6.752 1.220  0.277
63 H -1.148 -7.975 -0.009  0.292
64 H -0.526 -8.478 1.519  0.279
65 H -3.060 -6.836 1.050  0.151
66 H -2.667 -7.697 2.604  0.266
67 H -3.254 -8.860 0.131  0.297
68 C -3.212 7.073 1.582  -1.199
69 C -2.583 6.067 0.626  -0.066
70 O -2.975 4.745 0.981  -0.476
71 H -2.934 6.924 2.626  0.266
72 H -4.288 7.013 1.423  0.327
73 H -2.915 8.093 1.337  0.364
74 H -1.498 6.130 0.707  0.270
75 H -2.837 6.312 -0.405  0.232
76 H -2.229 4.188 0.750  0.272
77 C -3.287 2.635 5.956  -0.931
78 C -3.946 1.999 4.700  0.005
79 O -4.854 2.914 4.080  -0.531
80 H -4.049 3.039 6.622  0.300
81 H -2.707 3.525 5.713  0.193
82 H -2.571 1.985 6.459  0.307
83 H -4.483 1.056 4.800  0.257
84 H -3.109 1.747 4.048  0.101
85 H -4.402 3.279 3.316  0.299
86 C 3.322 -3.700 4.653  -0.778
87 C 4.282 -4.393 5.643  -0.350
88 O 4.291 -3.513 6.735  -0.491
89 H 3.024 -4.366 3.843  0.352
90 H 3.849 -2.864 4.193  0.219
91 H 2.359 -3.420 5.081  0.233
92 H 5.300 -4.447 5.259  0.247
93 H 3.976 -5.403 5.915  0.277
94 H 3.508 -3.724 7.249  0.294
95 C -2.566 -5.005 -4.380  -0.948
96 C -2.860 -3.666 -4.991  -0.279
97 O -2.025 -2.665 -4.467  -0.309
98 H -1.499 -5.222 -4.436  0.289
99 H -3.113 -5.727 -4.986  0.365
100 H -2.847 -5.010 -3.327  0.213
101 H -3.849 -3.261 -4.778  0.228
102 H -2.694 -3.805 -6.059  0.303
103 H -1.145 -2.753 -4.839  0.224
104 C 6.027 1.489 0.552  -1.081
105 C 5.739 2.641 1.471  -0.043
106 O 6.665 3.700 1.176  -0.546
107 H 5.971 1.783 -0.496  0.291
108 H 5.336 0.655 0.679  0.275
109 H 7.044 1.144 0.741  0.320
110 H 5.917 2.284 2.486  0.266
111 H 4.741 3.060 1.339  0.223
112 H 6.487 4.347 1.863  0.302
113 C 3.340 1.441 6.627  -0.872
114 C 1.933 1.841 7.130  -0.211
115 O 1.967 3.049 7.784  -0.510
116 H 3.271 0.473 6.130  0.266
117 H 4.032 1.319 7.459  0.292
118 H 3.710 2.163 5.900  0.238
119 H 1.611 1.016 7.766  0.304
120 H 1.285 1.939 6.258  0.195
121 H 1.903 3.733 7.113  0.298
122 C -1.990 -2.632 6.117  -0.975
123 C -1.927 -3.857 5.155  -0.053
124 O -2.947 -4.773 5.540  -0.549
125 H -3.039 -2.377 6.268  0.322
126 H -1.404 -1.799 5.730  0.277
127 H -1.736 -2.901 7.143  0.301
128 H -0.995 -4.422 5.190  0.214
129 H -2.142 -3.525 4.139  0.167
130 H -3.817 -4.381 5.431  0.302
131 C -4.704 -1.428 1.066  -0.965
132 C -4.007 -1.990 -0.166  -0.269
133 O -4.323 -1.233 -1.329  -0.396
134 H -4.487 -0.369 1.198  0.215
135 H -4.397 -1.993 1.945  0.258
136 H -5.765 -1.620 0.900  0.385
137 H -4.345 -3.015 -0.318  0.309
138 H -2.925 -2.034 -0.037  0.265
139 H -5.211 -1.562 -1.486  0.256
140 C 0.884 7.767 3.478  -1.085
141 C 0.884 6.348 4.038  0.005
142 O 0.822 6.483 5.420  -0.502
143 H 1.039 7.699 2.401  0.287
144 H 1.608 8.479 3.874  0.325
145 H -0.086 8.231 3.658  0.322
146 H 1.829 5.897 3.735  0.258
147 H 0.055 5.728 3.697  0.113
148 H 0.078 7.045 5.649  0.287
149 C 5.831 -6.304 -3.354  -1.058
150 C 6.053 -7.826 -3.142  -0.149
151 O 5.724 -8.419 -4.369  -0.520
152 H 6.463 -5.950 -4.169  0.304
153 H 6.154 -5.718 -2.493  0.338
154 H 4.878 -5.962 -3.758  0.269
155 H 5.382 -8.274 -2.410  0.256
156 H 7.065 -8.137 -2.880  0.266
157 H 5.876 -9.361 -4.261  0.295

Results
Energy relative to the best compared isomer or geometry (same formula, charge and spin) (kcal per mole): 372.99
Gap between HOMO and LUMO (eV): 3.64
E (eV): -93070.468
Net charge: +1
LUMO energy (eV): -6.9

ORCA calculation (the ωB97M-V functional and the def2-TZVPD basis) on a structure of composition C5H4ClFO in a non-equilibrium geometry.

Each line ends with the natural charge from an NBO analysis.
CARTESIAN COORDINATES (ANGSTROEM)
1 C -0.009 -0.199 0.446  0.110
2 C -0.463 -1.545 -0.039  -0.051
3 C -0.983 -2.554 -0.731  -0.248
4 C 0.004 0.853 -0.555  -0.282
5 C 1.287 0.620 0.300  0.161
6 H -0.255 1.281 1.812  0.500
7 H -1.485 -3.218 -1.779  0.319
8 H 0.056 0.403 -1.583  0.241
9 H 2.107 0.069 -0.273  0.235
10 O -0.778 0.286 1.554  -0.694
11 F 1.337 1.639 1.335  -0.336
12 Cl -0.817 2.364 -0.487  0.045

Results
Energy relative to the best compared isomer or geometry (same formula, charge and spin) (kcal per mole): 146.53
Gap between HOMO and LUMO (eV): 9.81
E (eV): -22530.134
LUMO energy (eV): 0.2

ORCA calculation (the ωB97M-V functional and the def2-TZVPD basis) on a structure of composition CH19LiO9 in a non-equilibrium geometry.

Each line ends with the natural charge from an NBO analysis.
CARTESIAN COORDINATES (ANGSTROEM)
1 Li -1.374 1.234 -0.444  0.934
2 C -0.015 -0.629 -0.450  -0.271
3 O 0.495 0.686 -0.469  -1.030
4 H -0.135 -0.961 0.649  0.136
5 H 0.613 -1.397 -0.866  0.162
6 H -0.949 -0.634 -0.975  0.128
7 O 1.751 3.179 -0.078  -1.000
8 H 2.576 3.356 0.366  0.467
9 H 1.632 2.137 -0.103  0.517
10 O 2.702 0.363 1.046  -0.992
11 H 1.823 0.130 0.717  0.500
12 H 3.392 -0.179 0.707  0.484
13 O 1.301 1.294 -2.952  -1.021
14 H 1.227 1.076 -1.908  0.506
15 H 1.234 2.308 -3.012  0.460
16 O -3.165 0.954 -1.367  -1.007
17 H -3.564 1.758 -1.740  0.499
18 H -3.306 0.205 -1.995  0.526
19 O 1.209 -3.986 0.124  -0.930
20 H 0.758 -3.034 0.057  0.465
21 H 0.911 -4.182 1.037  0.461
22 O -3.489 -2.006 -1.468  -0.969
23 H -3.558 -2.998 -1.477  0.493
24 H -3.258 -1.727 -0.579  0.479
25 O -1.175 1.303 1.968  -1.023
26 H -1.106 2.262 2.090  0.487
27 H -0.398 0.758 2.332  0.527
28 O 1.021 -0.227 3.010  -0.932
29 H 1.581 0.024 2.445  0.468
30 H 1.261 -1.072 3.321  0.477

Results
Energy relative to the best compared isomer or geometry (same formula, charge and spin) (kcal per mole): 0.00
Gap between HOMO and LUMO (eV): 8.56
E (eV): -19977.691
LUMO energy (eV): -0.3

ORCA calculation (the ωB97M-V functional and the def2-TZVPD basis) on the ion C3H7N2 with charge +1 in a non-equilibrium geometry.

Each line ends with the natural charge from an NBO analysis.
CARTESIAN COORDINATES (ANGSTROEM)
1 C 2.686 0.341 -0.016  -0.315
2 C 1.504 -0.571 -0.030  -0.067
3 N -0.163 -0.762 0.111  -0.364
4 C -0.837 0.258 0.117  0.222
5 N -2.325 -0.022 -0.072  -0.747
6 H 3.684 -0.015 -0.159  0.252
7 H 2.423 1.342 -0.082  0.195
8 H 1.680 -1.670 0.066  0.207
9 H -0.580 1.401 0.161  0.224
10 H -2.371 -1.120 0.013  0.496
11 H -2.707 0.559 -0.763  0.452
12 H -2.992 0.259 0.653  0.445

Results
Energy relative to the best compared isomer or geometry (same formula, charge and spin) (kcal per mole): 94.19
Gap between HOMO and LUMO (eV): 9.55
SMILES string: C=C/N=C/[NH3+]
E (eV): -6193.427
Net charge: +1
LUMO energy (eV): -4.1

ORCA calculation (the ωB97M-V functional and the def2-TZVPD basis) on a cluster of 2 separate species, C3H5N4 in total in a non-equilibrium geometry.

Each line ends with the natural charge from an NBO analysis.
CARTESIAN COORDINATES (ANGSTROEM)
1 C 0.479 -1.138 0.596  0.168
2 C -2.540 -0.277 0.943  0.266
3 C 2.072 0.826 -1.479  -0.015
4 N 0.207 0.873 -0.149  0.001
5 N 1.547 -0.974 -0.125  -0.187
6 N -0.330 -0.022 0.600  -0.246
7 N 1.278 0.300 -0.605  -0.024
8 H 0.391 -1.816 1.334  0.227
9 H -3.120 0.551 0.916  0.161
10 H -2.231 -1.024 1.706  0.192
11 H 2.829 0.331 -1.973  0.228
12 H 1.975 1.804 -1.892  0.228

Results
Energy relative to the best compared isomer or geometry (same formula, charge and spin) (kcal per mole): 192.68
Gap between HOMO and LUMO (alpha / beta) (eV): 9.48 / 6.22
E (eV): -9136.650
Net charge: +1
LUMO energy (alpha / beta) (eV): -6.9 / -6.7

ORCA calculation (the ωB97M-V functional and the def2-TZVPD basis) on an isolated molecule of C4H6O2 in a non-equilibrium geometry.

Each line ends with the natural charge from an NBO analysis.
CARTESIAN COORDINATES (ANGSTROEM)
1 C 1.822 0.585 -0.020  -0.081
2 O 2.024 -0.297 1.022  -0.499
3 C 0.731 -0.457 0.158  0.018
4 C -0.834 -0.545 0.390  0.025
5 C -1.819 0.378 -0.211  -0.106
6 O -1.312 -0.714 -0.950  -0.489
7 H 1.673 1.618 0.315  0.178
8 H 2.456 0.500 -0.909  0.176
9 H 0.880 -1.410 -0.334  0.198
10 H -1.246 -1.315 1.066  0.203
11 H -1.480 1.370 -0.499  0.185
12 H -2.895 0.286 -0.029  0.191

Results
Energy relative to the best compared isomer or geometry (same formula, charge and spin) (kcal per mole): 95.07
Gap between HOMO and LUMO (eV): 11.32
SMILES string: C1O[C@H]1[C@H]1CO1
E (eV): -8336.338
LUMO energy (eV): 1.0

ORCA calculation (the ωB97M-V functional and the def2-TZVPD basis) on a cluster of 3 separate species, C5H12O3 in total in a non-equilibrium geometry.

Each line ends with the natural charge from an NBO analysis.
CARTESIAN COORDINATES (ANGSTROEM)
1 C 0.240 1.314 2.310  -0.653
2 C 0.345 0.297 1.209  -0.191
3 C -0.472 0.297 0.147  -0.220
4 C -0.345 -0.753 -0.882  -0.339
5 C -1.106 -0.674 -1.978  0.158
6 O -1.028 -1.530 -3.057  -0.693
7 H 0.041 2.324 1.930  0.219
8 H -0.619 1.114 2.950  0.216
9 H 1.100 1.368 2.979  0.210
10 H 1.150 -0.420 1.257  0.184
11 H -1.206 1.078 0.035  0.219
12 H 0.497 -1.437 -0.855  0.219
13 H -1.973 -0.034 -2.137  0.187
14 H -0.473 -2.295 -2.882  0.478
15 O -0.781 3.098 -1.252  -0.940
16 H -0.368 3.967 -1.320  0.469
17 H -0.055 2.499 -1.480  0.475
18 O 1.473 -3.288 0.683  -0.936
19 H 2.217 -2.847 1.116  0.468
20 H 1.363 -4.079 1.226  0.471

Results
Energy relative to the best compared isomer or geometry (same formula, charge and spin) (kcal per mole): 47.65
Gap between HOMO and LUMO (eV): 8.35
SMILES string: C/C=C/C=C/O.O.O
E (eV): -11520.700
LUMO energy (eV): 0.6

ORCA calculation (the ωB97M-V functional and the def2-TZVPD basis) on a structure of composition C30H40BCl42N3O3 in a non-equilibrium geometry.

Each line ends with the Mulliken charge.
CARTESIAN COORDINATES (ANGSTROEM)
1 C 9.967 -0.921 0.887  -0.801
2 C 9.551 0.599 1.236  -0.441
3 C 8.028 0.890 0.805  -0.574
4 C 7.876 2.424 0.379  -0.536
5 C 6.921 3.266 1.322  -0.811
6 C 5.370 3.072 1.047  0.843
7 C 4.967 2.953 -0.482  -0.454
8 C 3.494 3.517 -0.785  -0.845
9 C 2.369 2.653 -0.069  -0.109
10 C 1.665 1.593 -1.018  0.876
11 O 2.508 1.070 -2.078  -0.665
12 C 0.506 2.263 -1.922  -1.258
13 N 0.038 3.632 -1.577  -0.404
14 B 0.900 2.203 -3.531  0.935
15 C 0.408 0.952 -4.460  -0.842
16 O 1.637 3.232 -4.186  -0.649
17 N -0.741 1.412 -1.903  -0.316
18 C -0.263 0.155 -1.248  -1.168
19 O -0.869 -0.839 -1.631  -0.536
20 C 0.860 0.452 -0.195  2.866
21 C 0.098 1.241 0.985  -2.320
22 C -1.069 0.421 1.674  -0.296
23 C -2.048 1.294 2.574  -0.832
24 N -2.384 2.615 1.996  -0.460
25 C 1.676 -0.671 0.547  -0.740
26 Cl 3.520 -0.456 0.427  -0.050
27 C 1.401 -2.170 0.128  -0.129
28 C 1.677 -2.494 -1.405  -0.805
29 Cl -0.226 -2.826 0.738  -0.267
30 H 10.416 -0.993 -0.147  0.296
31 H 9.069 -1.611 0.922  -0.001
32 H 10.777 -1.222 1.614  0.359
33 H 10.288 1.250 0.680  0.319
34 H 9.671 0.701 2.352  0.254
35 H 7.805 0.184 -0.054  0.285
36 H 7.346 0.633 1.664  0.294
37 H 8.915 2.881 0.487  0.497
38 H 7.615 2.509 -0.713  0.254
39 H 7.108 2.889 2.383  0.368
40 H 7.178 4.363 1.312  0.097
41 H 4.790 3.926 1.517  -0.665
42 H 5.025 2.122 1.568  0.184
43 H 5.062 1.862 -0.797  0.001
44 H 5.707 3.568 -1.092  0.432
45 H 3.317 3.532 -1.908  0.020
46 H 3.494 4.576 -0.389  0.309
47 H 1.632 3.393 0.381  0.489
48 H 2.862 2.165 0.836  0.070
49 H 3.434 1.038 -1.780  0.404
50 H 0.464 4.345 -2.173  0.310
51 H -0.976 3.723 -1.726  0.333
52 H 0.572 -0.025 -3.913  0.197
53 H 1.082 0.949 -5.365  0.219
54 H -0.658 1.083 -4.797  0.318
55 H 2.015 3.864 -3.551  0.300
56 H -1.436 1.695 -1.185  0.453
57 H -0.257 2.273 0.664  0.644
58 H 0.866 1.450 1.802  0.467
59 H -1.708 -0.193 0.980  0.309
60 H -0.570 -0.316 2.386  0.217
61 H -1.702 1.364 3.656  0.380
62 H -3.027 0.703 2.629  0.298
63 H -3.079 3.121 2.541  0.270
64 H -2.629 2.547 1.009  0.091
65 H 1.477 -0.617 1.664  0.582
66 H 2.157 -2.794 0.705  0.541
67 H 1.674 -1.546 -2.036  0.091
68 H 0.940 -3.231 -1.825  0.318
69 H 2.734 -2.904 -1.511  0.266
70 C -6.877 3.746 -2.437  0.286
71 Cl -5.826 2.339 -2.658  -0.063
72 Cl -6.470 4.991 -3.635  -0.107
73 Cl -8.560 3.244 -2.644  -0.042
74 Cl -6.652 4.402 -0.800  -0.085
75 C -2.311 -6.812 0.593  0.318
76 Cl -1.090 -8.098 0.519  -0.107
77 Cl -1.475 -5.252 0.763  -0.023
78 Cl -3.297 -6.835 -0.884  -0.089
79 Cl -3.375 -7.087 1.989  -0.121
80 C -7.573 -7.239 -2.368  0.270
81 Cl -6.362 -7.543 -1.105  -0.054
82 Cl -8.378 -8.764 -2.784  -0.051
83 Cl -8.802 -6.102 -1.762  -0.068
84 Cl -6.779 -6.577 -3.811  -0.124
85 C 3.566 5.659 4.195  0.226
86 Cl 2.446 7.027 4.343  -0.109
87 Cl 5.015 6.173 3.310  -0.035
88 Cl 4.028 5.094 5.812  -0.103
89 Cl 2.775 4.339 3.311  -0.013
90 C 7.254 -4.564 1.853  0.272
91 Cl 6.097 -3.350 1.270  0.003
92 Cl 8.722 -3.751 2.429  -0.087
93 Cl 6.525 -5.485 3.183  -0.107
94 Cl 7.671 -5.669 0.528  -0.101
95 C -9.810 0.011 -0.143  0.219
96 Cl -10.055 -0.213 1.601  -0.032
97 Cl -11.112 1.026 -0.799  -0.119
98 Cl -8.254 0.804 -0.423  -0.022
99 Cl -9.830 -1.569 -0.948  -0.027
100 C -7.799 -12.244 -5.054  0.343
101 Cl -6.939 -10.693 -5.044  -0.058
102 Cl -9.492 -11.983 -4.585  -0.100
103 Cl -7.738 -12.946 -6.683  -0.099
104 Cl -7.031 -13.354 -3.902  -0.093
105 C -12.659 -4.542 -0.371  0.325
106 Cl -13.399 -3.275 -1.369  -0.098
107 Cl -12.907 -4.164 1.344  -0.095
108 Cl -13.407 -6.106 -0.748  -0.108
109 Cl -10.919 -4.622 -0.713  0.003
110 C 5.908 9.115 0.412  0.334
111 Cl 7.025 7.744 0.572  -0.083
112 Cl 6.808 10.635 0.582  -0.094
113 Cl 5.133 9.062 -1.184  -0.099
114 Cl 4.668 9.016 1.676  -0.063
115 C -9.150 -0.075 5.905  0.347
116 Cl -7.961 1.071 5.256  -0.092
117 Cl -10.258 -0.571 4.611  -0.065
118 Cl -8.311 -1.501 6.544  -0.095
119 Cl -10.072 0.702 7.207  -0.097

Results
Gap between HOMO and LUMO (eV): 9.03
E (eV): -568984.896
LUMO energy (eV): 0.0